Entry 1:
Molecular formula: C4H8NS
Method: DFT, wB97M-V/def2-TZVPD

```
14
Properties=species:S:1:pos:R:3:forces:R:3:nbo_charge:R:1
C 2.7778 -0.6442 0.4116 -1.3 1.3 0.3 0.053
C 1.9923 0.2590 0.3750 1.0 -0.9 -0.3 -0.164
C -0.3174 -0.3582 -1.4535 3.2 0.9 0.3 -0.778
C 1.1056 1.2755 0.2217 0.3 2.5 0.5 -0.337
N -2.1452 -0.0731 1.0445 0.9 0.3 -1.4 -1.090
S -0.2809 1.1937 -0.6034 -1.3 1.8 -0.4 0.805
H 3.3630 -1.4299 0.6718 1.7 -1.9 0.2 0.250
H -1.0840 -0.9755 -1.2119 -2.7 -1.3 0.8 0.259
H 0.5304 -0.6968 -0.8812 0.5 -1.5 -0.7 0.252
H -0.1228 -0.3706 -2.5217 0.1 0.7 0.0 0.283
H 1.4314 2.2741 0.7166 -1.2 -1.6 -0.9 0.320
H -2.6477 0.5513 0.4188 -0.5 0.0 1.1 0.377
H -2.2565 -0.0007 2.0277 -0.5 0.7 0.6 0.397
H -2.3461 -1.0045 0.7841 -0.3 -1.1 -0.3 0.372
```
Forces are in eV/Å.

Computed properties:
- charge = +1
- HOMO (spin up / spin down) (eV) = -13.912 / -13.913
- E_LUMO (spin up / spin down) (Ha) = -0.228 / -0.228
- relative energy (zero: lowest compared OMol25 entry of this formula, charge and spin) (kcal/mol) = 70.1
- spin multiplicity = 1

***

Entry 2:
Molecular formula: C5H14N2
Method: DFT, wB97M-V/def2-TZVPD

```
21
Properties=species:S:1:pos:R:3:forces:R:3:nbo_charge:R:1
C -1.3444 -0.5984 -0.7948 0.3 0.1 0.1 -0.618
C -1.2169 0.3837 0.3567 -0.3 1.2 -0.6 -0.066
N -2.1309 0.0364 1.4473 0.3 -0.5 0.0 -0.844
C 0.2159 0.5887 0.9148 -0.2 0.1 0.8 -0.219
N 1.3989 0.2240 0.1765 -0.3 -0.6 -0.7 -0.451
C 1.5692 0.8937 -1.0938 0.3 0.8 0.1 -0.408
C 1.6618 -1.2150 0.1024 0.7 -0.1 0.6 -0.419
H -0.8452 -0.2123 -1.6822 0.1 0.0 0.1 0.211
H -0.8549 -1.5316 -0.5271 -0.4 -0.3 -0.2 0.210
H -2.3914 -0.7147 -1.0825 0.0 -0.3 0.2 0.208
H -1.5225 1.3710 -0.0436 0.1 -0.2 -0.1 0.150
H -2.2644 0.8192 2.0720 -0.1 0.0 0.0 0.358
H -3.0316 -0.2469 1.0798 0.0 0.2 0.1 0.358
H 0.3206 1.6426 1.1921 0.0 0.1 -0.1 0.190
H 0.2463 0.0666 1.8726 0.1 -0.2 0.0 0.206
H 1.2452 1.9337 -0.9947 -0.1 0.0 0.0 0.198
H 2.6270 0.9603 -1.3625 0.0 -0.3 0.0 0.195
H 1.0224 0.4674 -1.9399 0.0 -0.2 0.0 0.163
H 2.6073 -1.4571 0.6078 0.0 0.1 0.0 0.191
H 1.7848 -1.6009 -0.9062 -0.3 0.2 -0.3 0.188
H 0.9026 -1.8104 0.6056 -0.1 0.1 0.0 0.197
```
Forces are in eV/Å.

Computed properties:
- HOMO (eV) = -8.099
- E_LUMO (Ha) = 0.038
- relative energy (zero: lowest compared OMol25 entry of this formula, charge and spin) (kcal/mol) = 27.7
- spin multiplicity = 1

***

Entry 3:
Molecular formula: C30H29BrCl5N2ORuSb2
Method: DFT, wB97M-V/def2-TZVPD

```
71
Properties=species:S:1:pos:R:3:forces:R:3:mulliken_spin:R:1
Ru 0.8381 0.3617 0.6338 -0.3 -0.1 0.1 3.468
C -0.0567 3.7077 3.1598 -0.1 0.6 -0.7 0.032
Sb -0.7994 2.0017 2.1161 0.3 0.4 -0.8 0.085
C -1.8447 2.9496 0.4937 -0.5 0.1 1.4 0.020
C -2.3697 1.0075 3.1730 -0.9 1.7 1.2 0.017
C -3.4416 0.4677 2.2549 0.1 0.4 -0.3 -0.007
C -4.3651 1.3186 1.6407 -0.1 -0.1 -1.1 0.000
C -5.2901 0.8776 0.6807 1.2 -1.4 1.7 0.001
C -5.4194 -0.5104 0.5148 -0.3 0.4 -0.9 0.002
C -4.5703 -1.3629 1.1680 0.9 1.8 0.6 0.003
C -3.5169 -0.8875 1.9374 0.0 -0.2 1.5 -0.010
C -2.5349 -1.8223 2.5870 0.0 -0.9 -0.6 0.035
Sb -0.8341 -1.8087 1.2780 0.3 -0.1 -0.7 0.060
C 0.1814 -3.6723 1.2581 0.1 1.0 -1.8 0.023
C -1.9328 -2.2178 -0.5100 0.3 0.3 -0.1 0.013
H 0.2473 3.4845 4.1659 -0.1 0.1 0.5 0.002
H -0.6117 4.6414 3.0506 -0.8 -0.4 0.6 0.003
H 0.8014 4.0357 2.5975 0.9 -0.5 -0.2 -0.001
H -2.4579 3.7251 0.9592 0.1 0.1 -0.2 0.002
H -2.5140 2.2260 0.0626 -0.1 -0.3 -0.4 0.001
H -1.1640 3.3821 -0.2069 0.4 0.2 -0.5 0.000
H -2.7751 1.7888 3.9017 0.3 -1.0 -1.0 0.000
H -1.8805 0.2761 3.8054 0.0 -0.1 -0.1 0.004
H -4.2997 2.3877 1.7394 0.1 0.3 0.5 0.001
H -5.8593 1.6284 0.2176 -0.9 0.5 -0.8 0.000
H -6.0818 -1.0068 -0.1897 -0.4 0.6 0.2 0.000
H -4.7001 -2.3828 1.1376 -0.3 -2.2 -0.4 0.000
H -2.8272 -2.8903 2.5334 -0.2 0.6 0.3 0.002
H -2.2586 -1.5389 3.5980 -0.1 -0.3 0.0 0.001
H -0.4809 -4.5071 1.1959 -0.5 -0.5 -0.4 0.003
H 0.7666 -3.7824 2.1106 1.2 -0.2 1.4 0.001
H 0.8291 -3.5360 0.3369 -0.7 -0.6 1.0 -0.003
H -2.7918 -2.7838 -0.1702 -0.2 -0.2 -0.2 0.001
H -1.3477 -2.7952 -1.2509 -0.3 0.3 0.5 0.001
H -2.2593 -1.2534 -0.9082 0.0 -0.3 -0.2 0.002
Br 2.2786 -2.7129 -6.4137 0.0 0.0 0.4 0.001
C 2.3458 -2.2582 -4.5714 -0.2 1.1 -0.5 0.005
C 1.1551 -2.1714 -3.8284 -0.6 -1.0 0.3 -0.009
C 1.2267 -1.7899 -2.4985 1.5 0.4 -0.1 0.039
C 2.4752 -1.3703 -1.9171 -3.6 -1.1 -2.2 -0.008
C 3.5759 -1.4006 -2.7026 0.6 0.2 -0.7 0.013
C 3.5378 -1.7746 -4.0397 -0.9 -0.8 0.2 -0.003
N 2.4089 -0.9257 -0.6191 0.2 0.4 0.8 0.024
C 3.2638 -1.4116 0.1624 0.5 -1.0 0.4 -0.004
C 3.4120 -0.9950 1.5100 1.1 -0.4 1.9 0.026
C 4.3032 -1.5736 2.4160 0.4 -0.6 -2.1 -0.006
C 4.5367 -0.9116 3.5948 0.9 -0.6 0.5 0.011
C 3.8706 0.2498 3.8322 -1.3 0.6 0.0 -0.001
C 2.8532 0.6793 2.9768 1.4 -0.5 1.8 0.016
N 2.6870 0.0352 1.8737 -2.1 1.0 -1.8 0.070
H 0.1581 -2.5039 -4.2253 1.3 0.3 0.2 0.000
H 0.3750 -1.8512 -1.8546 -0.5 0.2 0.1 -0.026
H 4.4912 -1.0753 -2.3046 1.2 0.5 0.5 0.001
H 4.4313 -1.7262 -4.6274 0.3 -0.1 -0.2 0.000
H 3.8977 -2.2254 -0.0812 0.7 -0.7 -0.9 0.002
H 4.8859 -2.4368 2.0453 -0.4 0.4 0.7 0.001
H 5.2753 -1.2693 4.3104 -0.2 0.0 -0.2 0.000
H 4.0242 0.7808 4.7183 0.4 0.8 1.2 0.000
H 2.1758 1.4702 3.2244 -0.1 0.5 0.0 -0.007
Cl 0.7585 4.1588 -5.8416 -0.2 -0.1 0.5 0.098
C 0.4912 3.1703 -4.4784 0.5 0.0 -1.3 0.299
C 1.4684 3.2097 -3.4358 -1.9 -0.1 -0.5 -0.035
Cl 2.6238 4.4522 -3.4994 0.3 -0.4 0.6 -0.003
C 1.2165 2.3504 -2.3975 -0.5 -0.2 -0.4 0.128
Cl 2.1479 2.4158 -1.0239 1.2 0.3 1.4 0.064
C 0.1113 1.3718 -2.3523 0.6 0.9 -1.5 0.135
O -0.1015 0.6772 -1.3451 -0.3 0.1 -0.5 0.249
C -0.6863 1.2846 -3.5981 -0.5 -0.9 2.1 0.156
Cl -1.8922 0.0841 -3.5821 -0.1 -0.1 -0.2 0.029
C -0.5809 2.2060 -4.5686 1.1 1.2 -0.4 -0.024
Cl -1.5802 2.2779 -5.9298 -0.4 -0.4 0.0 -0.003
```
Forces are in eV/Å.

Computed properties:
- charge = +2
- HOMO (spin up / spin down) (eV) = -12.548 / -13.346
- E_LUMO (spin up / spin down) (Ha) = -0.226 / -0.301
- relative energy (zero: lowest compared OMol25 entry of this formula, charge and spin) (kcal/mol) = 15.6
- spin multiplicity = 6

***

Entry 4:
Molecular formula: C17H31Cl3HfO2P2
Method: DFT, wB97M-V/def2-TZVPD

```
56
Properties=species:S:1:pos:R:3:forces:R:3:nbo_charge:R:1
P 0.1726 -1.5032 -1.9626 0.2 -1.1 -1.8 0.707
P -0.1702 1.7854 -2.0250 -0.4 0.6 -1.8 0.685
C -0.1174 -0.6058 -3.5351 -0.3 -0.3 0.2 -0.728
C 0.3072 0.8568 -3.5175 0.1 0.3 0.0 -0.744
H -1.1710 -0.7182 -3.8281 0.2 0.0 0.2 0.264
H 0.4522 -1.1471 -4.2898 -0.2 0.2 0.0 0.295
H 1.3915 0.9375 -3.6646 -0.2 0.1 0.1 0.263
H -0.1760 1.3928 -4.3355 0.3 -0.3 -0.1 0.321
C -1.8011 2.5279 -2.2871 -0.2 -0.1 0.1 -0.920
H -2.0107 3.1539 -1.4061 -0.1 -0.1 -0.4 0.272
H -2.5656 1.7395 -2.3417 0.1 0.3 -0.2 0.261
H -1.7926 3.1380 -3.2039 -0.1 -0.2 0.3 0.277
C 0.9527 3.1757 -1.7946 0.2 0.1 0.2 -0.924
H 0.9063 3.8262 -2.6765 0.1 -0.1 0.2 0.281
H 1.9732 2.8142 -1.6283 -0.1 0.2 -0.1 0.269
H 0.6366 3.7238 -0.8981 0.1 0.1 -0.2 0.268
C -0.8889 -2.9726 -2.0135 -0.3 0.1 0.3 -0.918
H -0.6501 -3.5964 -1.1442 -0.1 0.0 -0.2 0.270
H -0.7306 -3.5391 -2.9408 0.0 0.2 0.2 0.276
H -1.9393 -2.6646 -1.9378 0.2 -0.2 -0.1 0.260
C 1.8626 -2.2017 -2.1277 0.1 0.3 0.5 -0.913
H 2.6168 -1.4074 -2.0342 -0.1 -0.3 -0.1 0.252
H 1.9873 -2.7208 -3.0888 -0.2 0.2 0.3 0.275
H 2.0148 -2.9098 -1.3022 0.0 0.1 -0.2 0.271
Hf 0.0114 0.2003 -0.0573 1.4 1.3 6.2 2.457
C 0.5373 1.6730 -6.5607 -1.0 0.4 -0.1 -0.180
C -0.8025 1.7227 -6.3990 1.1 0.4 -0.8 -0.192
C -1.7970 1.0242 -7.2774 -0.4 -0.4 0.1 -0.451
C -1.3970 -0.4070 -7.7234 -0.4 0.1 -0.2 -0.453
C -0.7181 -1.2379 -6.6667 0.6 -0.4 -0.3 -0.173
C 0.6133 -1.3092 -6.5000 -0.8 -0.5 -0.8 -0.203
C 1.6315 -0.5419 -7.2894 0.3 0.3 0.1 -0.447
C 1.2376 0.9153 -7.6497 0.5 0.0 -0.4 -0.455
C -0.0249 -1.5866 1.1876 0.0 -0.7 -0.5 -1.343
H 1.1935 2.2904 -5.9426 -0.2 -0.2 0.1 0.195
H -1.2641 2.3835 -5.6619 0.3 0.0 0.0 0.184
H -2.0223 1.6001 -8.1943 0.1 0.0 0.4 0.248
H -2.7381 0.9771 -6.7065 0.1 -0.1 -0.3 0.209
H -2.3274 -0.9158 -8.0181 0.3 0.1 0.0 0.237
H -0.7836 -0.3426 -8.6323 -0.2 -0.2 0.4 0.220
H -1.3851 -1.8987 -6.1078 0.3 0.1 0.1 0.198
H 1.0594 -2.0593 -5.8386 -0.3 0.1 0.0 0.187
H 1.8951 -1.0529 -8.2336 -0.1 0.0 0.4 0.249
H 2.5499 -0.5324 -6.6802 -0.1 0.1 -0.3 0.207
H 2.1754 1.4425 -7.8820 -0.3 -0.1 0.0 0.237
H 0.6510 0.9112 -8.5781 0.2 0.2 0.4 0.223
H 0.5803 -1.3549 2.0839 -0.1 0.1 -0.3 0.283
H 0.3087 -2.5537 0.7998 -0.2 0.0 0.3 0.260
H -1.0642 -1.6923 1.5332 0.0 -0.1 0.0 0.277
Cl 0.6717 1.6850 4.5052 0.2 0.4 -0.6 0.115
C 0.9486 2.7173 3.0682 0.1 0.1 -0.1 -0.225
Cl -0.1686 4.1054 3.0376 0.4 -0.6 0.0 0.106
Cl 2.6315 3.2699 2.9423 -0.7 -0.3 0.1 0.114
C 0.6128 1.7939 1.8767 -0.6 -1.0 -0.8 0.772
O -0.6106 1.4696 1.6211 0.8 0.3 -0.3 -0.738
O 1.5190 1.2570 1.1163 -1.0 0.2 -0.1 -0.740
```
Forces are in eV/Å.

Computed properties:
- charge = +2
- HOMO (eV) = -13.892
- E_LUMO (Ha) = -0.301
- relative energy (zero: lowest compared OMol25 entry of this formula, charge and spin) (kcal/mol) = 0.0
- spin multiplicity = 1

***

Entry 5:
Molecular formula: C17H28ClILuN3P2
Method: DFT, wB97M-V/def2-TZVPD

```
53
Properties=species:S:1:pos:R:3:forces:R:3:nbo_charge:R:1
C 3.6320 -0.1047 0.5391 0.0 -0.6 0.9 -0.578
I 1.9678 -1.0348 1.8606 1.6 0.2 -0.3 0.192
H 3.2943 0.4780 -0.3275 -0.3 -0.3 0.4 0.234
H 4.1967 -1.0054 0.2702 -0.2 0.4 0.0 0.255
H 4.1444 0.5003 1.2968 -0.2 -0.2 -0.4 0.258
Lu 0.1847 0.0666 -0.0742 -1.0 0.9 -0.8 1.450
P 0.5036 -2.0352 -1.8220 0.3 -1.1 -1.3 0.731
C 0.6632 -3.7602 -1.2335 0.0 0.0 0.3 -0.926
C -0.8462 -2.1831 -3.0568 0.0 0.3 0.4 -0.910
H -0.6169 -2.9875 -3.7678 -0.1 0.2 0.2 0.261
H 1.9807 -2.5764 -3.7038 0.0 0.1 0.2 0.262
H -0.9285 -1.2226 -3.5780 -0.1 -0.2 0.0 0.260
H 1.8272 -0.8121 -3.4148 0.1 -0.2 0.0 0.263
H -0.2512 -4.0250 -0.6821 0.3 0.0 -0.2 0.249
H -1.7812 -2.3914 -2.5232 0.1 0.0 -0.3 0.239
C 1.9439 -1.7928 -2.9390 -0.1 0.2 0.4 -0.914
H 0.7998 -4.4683 -2.0652 0.0 0.3 0.2 0.264
H 2.8651 -1.7973 -2.3469 0.0 0.0 -0.2 0.236
H 1.5121 -3.8377 -0.5414 -0.2 -0.1 -0.2 0.247
P -0.2675 2.2063 1.6613 -0.4 1.3 0.7 0.749
C -0.4618 1.9153 3.4548 0.0 -0.4 0.2 -0.933
C 0.9256 3.5844 1.5428 0.4 -0.2 -0.2 -0.926
H -1.7659 3.4689 0.2616 -0.2 0.0 0.2 0.258
H -1.9023 3.9791 1.9868 0.0 -0.3 -0.2 0.259
H -2.6645 2.4397 1.4262 0.1 0.3 0.0 0.238
C -1.8141 3.1228 1.3019 0.0 -0.4 -0.3 -0.913
H 0.9846 3.8818 0.4860 0.0 0.0 0.3 0.262
H 0.6162 4.4518 2.1424 0.0 -0.3 -0.1 0.262
H -0.6986 2.8433 4.0033 0.1 -0.3 -0.3 0.265
H 0.4507 1.4678 3.8732 -0.2 0.2 0.0 0.247
H 1.9186 3.2460 1.8659 -0.2 0.2 0.0 0.242
H -1.2875 1.2001 3.6040 0.2 0.2 0.0 0.245
Cl 0.1444 1.5929 -1.9575 0.1 -0.3 0.4 -0.518
N -10.5868 -1.7828 -0.9454 2.8 0.1 0.8 -0.211
C -9.4553 -1.7287 -0.6416 -2.5 -0.1 -0.6 0.232
C -8.0566 -1.6231 -0.2982 0.3 0.2 0.0 -0.134
C -7.5036 -2.3899 0.7398 -0.2 0.1 -0.1 -0.119
C -6.1632 -2.2337 1.0674 0.2 0.2 -0.2 -0.241
C -5.3667 -1.3566 0.3257 -1.3 -0.2 -0.4 0.196
C -5.8879 -0.6498 -0.7617 0.0 0.1 0.3 -0.232
C -7.2470 -0.7351 -1.0315 -0.1 -0.1 -0.2 -0.133
N -4.0037 -1.2078 0.6524 1.6 0.0 0.5 -0.321
C -3.3540 -1.7958 1.7435 -0.1 0.1 -0.5 -0.030
C -2.0384 -1.4911 1.6446 -0.3 0.6 -0.8 -0.079
N -1.8555 -0.6755 0.5109 -1.0 -0.3 0.0 -0.681
C -3.0769 -0.5324 -0.0546 0.9 -0.5 0.8 0.249
H -8.1303 -3.0895 1.3057 0.3 0.4 -0.3 0.257
H -5.7328 -2.8120 1.8812 -0.3 0.1 -0.2 0.227
H -5.2330 -0.0258 -1.3815 -0.6 -0.1 0.3 0.217
H -7.6835 -0.1100 -1.8220 0.2 -0.5 0.4 0.257
H -3.8755 -2.3889 2.4726 0.0 0.1 0.0 0.257
H -1.2154 -1.8078 2.2726 -0.2 0.1 0.0 0.235
H -3.2601 0.0288 -0.9648 0.0 -0.2 0.3 0.245
```
Forces are in eV/Å.

Computed properties:
- charge = +2
- HOMO (eV) = -14.219
- E_LUMO (Ha) = -0.263
- spin multiplicity = 1